One molecule with the formula CH2N2O2S. Source: OMol25; level of theory: ωB97M-V/def2-TZVPD.

```
8
Properties=species:S:1:pos:R:3:lowdin_charge:R:1
N -0.44 0.49 -1.04 -0.1915
S -1.29 1.59 -0.09 0.9218
O -0.51 1.65 1.11 -0.4715
C -3.13 0.66 0.58 -0.0973
N -3.42 -0.31 -0.04 -0.2916
O -3.78 -1.33 -0.61 -0.0095
H -0.83 0.43 -1.95 0.0344
H 0.17 -0.33 -0.82 0.1053
```

Its spin multiplicity is 1. Its orbital gap (alpha / beta) is 0.31068 / 0.31070 hartree. The calculation puts the total energy at -697.3168 a.u. The HOMO energy (alpha / beta) comes out at -9.697 / -9.697 eV. The value obtained for the energy above the lowest of the compared OMol25 structures with the same formula, charge and spin is 147.0 kcal per mole. For the LUMO energy (alpha / beta), the calculation gives -1.2 / -1.2 eV. The SMILES is NS(=O)#CN=O.